Below is one molecule with the formula C6H11NO, with properties calculated with wB97M-V/def2-TZVPD.

Each line ends with the Mulliken charge.
Positions of all 19 atoms, in Å:
C  2.06  3.40  -0.23  -0.25
N  2.01  2.32  0.39  -0.44
C  0.94  1.45  0.24  -0.14
C  0.47  0.85  -0.85  -0.29
C  -0.61  -0.22  -0.69  -0.87
C  -0.15  -1.41  0.13  -0.45
C  -1.25  -2.43  0.41  -0.52
O  -2.00  -1.92  1.54  -0.53
H  1.28  3.79  -0.89  0.28
H  2.94  4.04  -0.13  0.26
H  0.41  1.22  1.16  0.30
H  0.88  0.93  -1.85  0.33
H  -1.50  0.28  -0.28  0.28
H  -0.93  -0.64  -1.64  0.42
H  0.24  -1.19  1.12  0.34
H  0.63  -1.90  -0.46  0.33
H  -0.84  -3.41  0.66  0.36
H  -1.95  -2.53  -0.43  0.31
H  -2.61  -2.62  1.79  0.29

Output
* HOMO: -8.736 eV
* energy: -9936.158 eV
* relative energy (zero: lowest compared OMol25 entry of this formula, charge and spin): 2.2960 eV
* LUMO energy: 1.011 eV
* Kohn-Sham gap: 9.75 eV
* structure (SMILES): C=N/C=C/CCCO
* max |F|: 0.95 eV/Å

***

Below is one molecule with the formula C6H11NO in a non-equilibrium geometry, with properties calculated with wB97M-V/def2-TZVPD.

Each line ends with the Mulliken charge.
Positions of all 19 atoms, in Å:
O  -0.41  0.49  1.57  -0.52
C  0.38  0.50  0.36  0.79
C  -0.24  1.46  -0.69  -0.96
C  -1.28  0.55  -1.52  -0.52
C  -1.14  -0.86  -0.86  -0.88
C  0.28  -0.74  -0.42  -0.23
N  1.10  -1.38  0.58  -0.57
C  1.68  -0.07  0.97  -0.53
H  -1.26  0.20  1.41  0.31
H  -0.79  2.34  -0.29  0.33
H  0.40  1.90  -1.42  0.32
H  -2.28  0.94  -1.61  0.35
H  -0.87  0.33  -2.50  0.28
H  -1.87  -1.11  -0.06  0.31
H  -1.47  -1.64  -1.59  0.33
H  0.89  -0.74  -1.34  0.26
H  0.50  -1.81  1.30  0.37
H  1.64  0.18  2.09  0.30
H  2.61  0.24  0.38  0.25

Output
* HOMO: -8.598 eV
* energy: -9934.924 eV
* relative energy (zero: lowest compared OMol25 entry of this formula, charge and spin): 3.5309 eV
* LUMO energy: 0.953 eV
* Kohn-Sham gap: 9.55 eV
* structure (SMILES): O[C@]12CCC[C@@H]1NC2
* max |F|: 3.64 eV/Å

***

Below is one molecule with the formula C6H11NO in a non-equilibrium geometry, with properties calculated with wB97M-V/def2-TZVPD.

Each line ends with the Mulliken charge.
Positions of all 19 atoms, in Å:
H  -0.32  -2.62  0.34  0.35
N  0.29  -1.85  0.66  -0.67
C  -0.24  -0.74  0.30  0.07
C  -1.41  -0.57  -0.65  -0.06
C  -1.65  -1.51  -1.62  -0.96
C  0.48  0.58  0.38  1.57
C  0.04  1.42  1.56  -1.47
C  1.97  0.55  0.14  -1.57
O  -0.35  1.18  -0.95  -0.60
H  -2.25  -0.01  -0.25  0.24
H  -0.87  -2.17  -1.98  0.33
H  -2.66  -1.68  -1.98  0.26
H  0.41  0.98  2.49  0.36
H  0.43  2.44  1.47  0.36
H  -1.04  1.48  1.63  0.33
H  2.48  0.09  0.99  0.34
H  2.21  -0.04  -0.75  0.37
H  2.36  1.56  0.00  0.41
H  0.10  0.92  -1.77  0.36

Output
* HOMO: -8.628 eV
* energy: -9935.444 eV
* relative energy (zero: lowest compared OMol25 entry of this formula, charge and spin): 3.0108 eV
* LUMO energy: 0.872 eV
* Kohn-Sham gap: 9.50 eV
* structure (SMILES): [H]/N=C(\C=C)C(C)(C)O
* max |F|: 3.92 eV/Å

***

Below is a 2-piece molecular cluster, C6H11NO overall in a non-equilibrium geometry, with properties calculated with wB97M-V/def2-TZVPD.

Each line ends with the Mulliken charge.
Positions of all 19 atoms, in Å:
H  -1.13  -2.45  -0.21  0.26
N  -1.73  -1.76  0.23  -0.70
C  -1.06  -0.79  0.77  -0.23
C  0.44  -0.71  0.85  1.11
C  0.96  -0.03  1.89  -1.05
C  1.31  -1.40  -0.15  -1.30
H  -1.59  -0.12  1.47  0.35
H  2.03  0.10  1.99  0.30
H  0.34  0.46  2.63  0.28
H  1.90  -0.67  -0.71  0.27
H  2.00  -2.10  0.34  0.36
H  0.74  -1.98  -0.89  0.35
C  -1.28  1.00  -1.65  -0.79
C  -0.26  1.74  -1.18  0.09
O  -0.44  2.59  -0.14  -0.48
H  -2.29  1.15  -1.30  0.28
H  -1.13  0.34  -2.50  0.28
H  0.75  1.69  -1.56  0.28
H  0.43  2.93  0.14  0.35

Output
* HOMO: -8.863 eV
* energy: -9935.775 eV
* relative energy (zero: lowest compared OMol25 entry of this formula, charge and spin): 2.6790 eV
* LUMO energy: 0.529 eV
* Kohn-Sham gap: 9.39 eV
* structure (SMILES): [H]/N=C\C(=C)C.C=CO
* max |F|: 2.29 eV/Å

***

Below is one molecule with the formula C6H11NO2 in a non-equilibrium geometry, with properties calculated with wB97M-V/def2-TZVPD.

Each line ends with the Mulliken charge.
Positions of all 20 atoms, in Å:
C  -0.60  -1.01  -2.86  -1.15
C  -0.03  -0.17  -1.75  0.80
O  1.01  0.44  -1.81  -0.55
O  -0.82  -0.22  -0.68  -0.41
C  -0.42  0.52  0.46  0.68
C  -0.91  1.93  0.49  -1.70
C  0.36  -0.07  1.38  0.64
C  0.85  -1.48  1.20  -1.23
N  0.70  0.55  2.57  -0.57
H  -1.65  -0.85  -2.96  0.32
H  -0.11  -0.80  -3.79  0.36
H  -0.44  -2.05  -2.63  0.27
H  -1.43  2.15  1.40  0.45
H  -0.06  2.63  0.40  0.33
H  -1.57  2.12  -0.36  0.36
H  1.36  -1.83  2.10  0.43
H  0.02  -2.15  0.96  0.27
H  1.55  -1.52  0.38  0.27
H  1.61  0.28  2.94  0.20
H  0.57  1.56  2.57  0.24

Output
* HOMO: -7.876 eV
* energy: -11985.436 eV
* relative energy (zero: lowest compared OMol25 entry of this formula, charge and spin): 0.8325 eV
* LUMO energy: 0.897 eV
* Kohn-Sham gap: 8.77 eV
* structure (SMILES): CC(=O)O/C(C)=C(\C)N
* max |F|: 1.19 eV/Å

***

Below is a 2-piece molecular cluster, C6H11NO2 overall in a non-equilibrium geometry, with properties calculated with wB97M-V/def2-TZVPD.

Each line ends with the Mulliken charge.
Positions of all 20 atoms, in Å:
C  0.44  -1.34  1.29  0.82
C  -1.04  -1.15  1.16  -0.90
C  -1.40  1.79  -1.02  -1.03
C  1.24  0.38  -0.38  -0.07
C  0.47  0.19  -1.51  -0.26
C  -0.74  0.71  -1.82  -0.23
O  1.14  -0.81  2.19  -0.76
O  0.83  -2.54  0.76  -0.48
N  2.06  0.87  0.45  -0.33
H  1.98  0.33  1.48  0.36
H  1.64  -2.81  1.21  0.35
H  2.68  1.65  0.20  0.21
H  0.91  -0.56  -2.17  0.31
H  -1.22  0.38  -2.73  0.40
H  -1.38  -0.31  1.77  0.26
H  -1.26  -0.97  0.10  0.18
H  -1.59  -2.05  1.44  0.36
H  -1.10  2.79  -1.35  0.27
H  -2.49  1.74  -1.10  0.30
H  -1.15  1.71  0.04  0.24

Output
* HOMO: -6.674 eV
* energy: -11982.359 eV
* relative energy (zero: lowest compared OMol25 entry of this formula, charge and spin): 3.9093 eV
* LUMO energy: 0.743 eV
* Kohn-Sham gap: 7.42 eV
* max |F|: 2.13 eV/Å

***

Below is one molecule with the formula C6H11NS in a non-equilibrium geometry, with properties calculated with wB97M-V/def2-TZVPD.

Each line ends with the Mulliken charge.
Positions of all 19 atoms, in Å:
N  2.44  0.10  0.19  -0.78
C  1.16  -0.13  -0.43  -0.08
C  0.65  -1.65  -0.23  -1.11
C  -0.44  -1.31  0.68  0.11
S  -2.09  -0.98  0.06  -0.29
C  -2.19  0.60  -0.48  -0.32
C  -0.97  1.25  0.38  -0.63
C  0.04  0.14  0.75  -0.33
H  3.16  -0.07  -0.68  0.28
H  2.55  1.05  0.03  0.28
H  0.92  0.15  -1.42  0.62
H  0.18  -1.84  -1.26  0.25
H  1.54  -2.14  0.00  0.49
H  -0.55  -1.75  1.74  0.33
H  -1.84  0.84  -1.55  0.20
H  -3.25  1.07  -0.25  0.33
H  -0.17  1.96  -0.38  0.16
H  -1.55  2.09  1.15  0.25
H  0.41  0.62  1.71  0.25

Output
* HOMO: -8.356 eV
* energy: -18720.959 eV
* relative energy (zero: lowest compared OMol25 entry of this formula, charge and spin): 4.5353 eV
* LUMO energy: 0.799 eV
* Kohn-Sham gap: 9.15 eV
* structure (SMILES): N[C@H]1C[C@@H]2SCC[C@@H]21
* max |F|: 6.34 eV/Å

***

Below is C6H11NS as an isolated structure in a non-equilibrium geometry, with properties calculated with wB97M-V/def2-TZVPD.

Each line ends with the Mulliken charge.
Positions of all 19 atoms, in Å:
C  2.24  -1.20  -0.39  -1.14
C  0.67  -0.68  -0.52  -0.27
C  -0.24  -1.45  0.52  -0.45
C  0.99  0.74  -0.39  0.44
C  -0.24  1.76  -0.38  -0.82
C  -1.25  2.39  -0.15  -0.15
H  2.81  -0.36  -1.15  0.26
H  2.68  -1.17  0.57  0.39
H  2.19  -2.22  -0.91  0.36
H  0.27  -0.71  -1.50  0.41
H  -0.18  -2.74  -0.03  0.24
H  0.25  -1.59  1.78  0.25
H  -2.29  -2.19  -0.26  0.15
H  1.70  0.88  -1.31  0.18
H  1.72  2.20  0.88  0.35
H  2.41  0.43  1.36  0.28
H  -2.02  3.03  -0.56  0.33
N  1.45  1.10  1.08  -0.61
S  -2.04  -0.78  0.09  -0.18

Output
* HOMO: -8.977 eV
* energy: -18717.800 eV
* relative energy (zero: lowest compared OMol25 entry of this formula, charge and spin): 7.6944 eV
* LUMO energy: 0.475 eV
* Kohn-Sham gap: 9.45 eV
* max |F|: 5.78 eV/Å

***

Below is a 2-piece molecular cluster, C6H11NS overall in a non-equilibrium geometry, with properties calculated with wB97M-V/def2-TZVPD.

Each line ends with the Mulliken charge.
Positions of all 19 atoms, in Å:
C  1.26  -0.14  -1.46  -1.00
C  0.33  -0.60  -0.30  0.61
C  1.12  -0.70  0.99  -1.24
C  -0.20  1.55  0.15  -0.97
C  -0.85  0.18  0.11  0.55
C  -1.15  -0.95  -0.78  -0.98
H  0.38  -0.13  -2.40  0.19
H  1.67  1.12  -1.32  0.22
H  2.19  -0.87  -1.49  0.32
H  0.77  -1.26  1.79  0.48
H  2.00  -1.40  0.86  0.41
H  -0.72  2.24  0.67  0.62
H  0.07  1.90  -0.87  0.31
H  -0.78  -0.16  2.35  0.35
H  -2.58  0.84  1.11  0.32
H  -1.68  -1.62  -0.15  0.38
H  -1.30  -1.16  -1.98  0.17
N  -1.74  -0.05  1.29  -0.63
S  1.21  1.21  1.43  -0.12

Output
* HOMO: -8.541 eV
* energy: -18717.014 eV
* relative energy (zero: lowest compared OMol25 entry of this formula, charge and spin): 8.4802 eV
* LUMO energy: 0.546 eV
* Kohn-Sham gap: 9.09 eV
* max |F|: 5.52 eV/Å

***

Below is one molecule with the formula C6H11NS in a non-equilibrium geometry, with properties calculated with wB97M-V/def2-TZVPD.

Each line ends with the Mulliken charge.
Positions of all 19 atoms, in Å:
C  1.03  0.32  -0.07  0.31
C  1.33  -2.01  -0.29  -0.33
C  -0.58  -0.77  1.27  -0.46
C  -1.91  -0.94  0.70  -0.95
C  -0.20  2.19  -0.99  -1.15
C  1.10  1.69  -0.23  -0.27
N  1.48  -0.72  -0.49  -0.38
S  0.25  -2.36  1.20  -0.17
H  0.89  -2.55  -1.07  0.28
H  2.20  -2.68  -0.02  0.29
H  -0.50  -0.35  2.23  0.43
H  -2.39  -1.81  1.13  0.40
H  -1.84  -1.29  -0.43  0.19
H  -2.54  -0.04  0.77  0.27
H  -1.00  2.30  -0.25  0.22
H  -0.40  1.43  -1.73  0.35
H  -0.10  3.12  -1.47  0.42
H  1.24  2.41  0.68  0.26
H  1.94  2.06  -0.93  0.27

Output
* HOMO: -7.757 eV
* energy: -18721.760 eV
* relative energy (zero: lowest compared OMol25 entry of this formula, charge and spin): 3.7341 eV
* LUMO energy: 0.744 eV
* Kohn-Sham gap: 8.50 eV
* max |F|: 6.37 eV/Å

***

Below is one molecule with the formula C6H11O2 in a non-equilibrium geometry, with properties calculated with wB97M-V/def2-TZVPD.

Each line ends with the Mulliken charge.
Positions of all 19 atoms, in Å:
O  3.07  1.03  0.46  -0.45
C  2.19  1.45  -0.22  0.67
O  1.62  2.50  -0.39  -0.48
C  1.68  0.19  -1.36  -0.71
C  0.78  -0.80  -0.63  -0.34
C  -0.71  -0.31  -0.59  -0.54
C  -1.59  -0.82  0.52  -0.51
C  -1.60  0.17  1.78  -1.10
H  1.15  0.78  -2.04  0.37
H  2.62  -0.13  -1.72  0.40
H  0.83  -1.71  -1.29  0.30
H  1.15  -0.94  0.47  0.28
H  -0.81  0.77  -0.48  0.30
H  -1.39  -0.59  -1.46  0.29
H  -2.62  -0.95  -0.02  0.32
H  -1.37  -1.88  0.90  0.25
H  -2.42  -0.12  2.50  0.33
H  -0.60  0.19  2.08  0.32
H  -1.97  1.18  1.48  0.30

Output
* HOMO (spin up / spin down): -10.259 / -10.484 eV
* energy: -10492.475 eV
* relative energy (zero: lowest compared OMol25 entry of this formula, charge and spin): 1.1140 eV
* LUMO energy (spin up / spin down): 0.895 / -2.804 eV
* Kohn-Sham gap (spin up / spin down): 11.15 / 7.68 eV
* ⟨S²⟩: 0.7560
* max |F|: 3.95 eV/Å
* multiplicity: 2

***

Below is C6H11O4Pt as an isolated structure in a non-equilibrium geometry, with properties calculated with wB97M-V/def2-TZVPD.

Each line ends with the Mulliken charge.
Positions of all 22 atoms, in Å:
H  0.74  0.01  1.29  -0.02
C  -1.30  -1.04  3.79  -0.52
O  -0.71  0.22  4.05  -0.27
C  0.57  0.37  3.62  -0.69
H  -2.33  -1.00  4.17  0.22
H  -1.31  -1.25  2.71  0.23
H  -0.74  -1.84  4.31  0.29
H  1.28  -0.40  3.92  0.36
H  0.91  1.41  3.64  0.33
O  1.26  -1.31  -0.28  -0.67
C  0.82  -0.15  0.16  0.63
C  0.53  0.89  -0.66  -0.37
O  0.76  0.68  -2.02  -0.42
C  -0.36  0.84  -2.92  -0.55
C  0.00  0.07  -4.19  -0.20
O  0.41  -1.23  -3.91  -0.55
Pt  1.18  -1.20  -2.22  0.55
H  0.19  1.88  -0.35  0.35
H  -0.53  1.91  -3.11  0.37
H  -1.25  0.40  -2.44  0.35
H  0.78  0.64  -4.73  0.26
H  -0.90  0.09  -4.84  0.33

Output
* HOMO (spin up / spin down): -7.752 / -8.616 eV
* energy: -17829.329 eV
* LUMO energy (spin up / spin down): 0.728 / -1.042 eV
* Kohn-Sham gap (spin up / spin down): 8.48 / 7.57 eV
* ⟨S²⟩: 3.7594
* max |F|: 6.53 eV/Å
* multiplicity: 4

***

Q: Which of these has the lowest energy?
A: number 10